17
Properties=species:S:1:pos:R:3:lowdin_charge:R:1 method="wB97M-V/def2-TZVPD" total_charge=0 lumo_energy_ev=-0.348 homo_energy_ev=-9.22 gap_ev=8.9 multiplicity=1 relative_energy_kj_mol=515.3
O -3.450 2.688 -1.030 0.2311
O -4.389 1.608 0.724 0.2021
N -4.520 -1.163 -0.011 0.1652
N -4.346 -2.056 0.882 0.1755
N -2.087 -1.918 -0.251 0.0518
N -1.454 -1.533 -1.344 0.0055
C 0.695 -0.428 0.692 -0.0883
C -0.578 -0.626 -1.299 -0.1720
C -0.351 0.385 -0.160 -0.1902
C -3.838 2.135 -0.120 -0.4700
C -3.216 -1.681 0.155 -0.3824
H 1.426 -0.853 -0.082 0.0993
H -1.209 0.614 0.377 0.0547
H 0.293 -1.121 1.354 0.0337
H 1.174 0.334 1.397 0.0898
H -0.072 1.373 -0.422 0.0891
H -0.011 -0.712 -2.208 0.1051

14
Properties=species:S:1:pos:R:3:lowdin_charge:R:1 method="wB97M-V/def2-TZVPD" total_charge=0 smiles=Np1ccccoo1 lumo_energy_ev=0.593 homo_energy_ev=-8.41 gap_ev=9.0 multiplicity=1 relative_energy_kj_mol=444.7
P 1.154 -0.292 0.636 0.7991
O -0.732 -1.966 -0.061 -0.0850
O 0.494 -1.361 -0.497 -0.2815
N 2.561 -0.131 -0.189 -0.1635
C -1.841 0.185 0.330 -0.1173
C -0.921 1.159 -0.069 -0.1725
C 0.460 1.167 0.056 -0.2701
C -1.728 -1.183 0.326 -0.1532
H -1.287 1.954 -0.628 0.0785
H -2.881 0.406 0.648 0.1145
H 3.426 -0.609 0.153 0.0767
H 2.739 0.541 -0.825 -0.0093
H -2.542 -1.819 0.479 0.1113
H 1.099 1.950 -0.360 0.0723

24
Properties=species:S:1:pos:R:3:lowdin_charge:R:1 method="wB97M-V/def2-TZVPD" total_charge=-1 lumo_energy_ev="3.513 / 3.509" homo_energy_ev="-3.02 / -2.61" gap_ev="6.5 / 6.1" multiplicity=1 relative_energy_kj_mol=300.8
S 2.587 1.305 -0.584 0.4453
O 3.509 2.100 -1.354 -0.4099
O -3.053 0.779 1.149 0.0336
O 2.628 -0.129 -0.793 -0.4235
N -1.270 -0.323 0.245 -0.1329
C 2.861 1.614 1.161 -0.1762
C -3.280 -0.766 -0.785 -0.1035
C -2.249 -1.436 -1.667 -0.1786
C -2.527 0.107 0.261 -0.4473
C -1.010 -1.183 -0.813 -0.0589
C 0.908 1.712 -0.975 -0.2708
C -0.359 0.271 1.047 -0.0068
H 0.830 2.743 -1.221 -0.0455
H -3.898 -1.423 -0.190 0.1063
H -1.976 -0.920 -2.580 0.0963
H 2.762 0.655 1.620 0.0344
H -3.941 -0.021 -1.339 0.1303
H -0.651 1.110 1.627 0.0554
H 2.063 2.395 1.344 0.0723
H -0.066 -1.374 -1.131 0.0670
H -2.205 -2.595 -1.779 0.1274
H 3.837 2.115 1.109 0.0443
H 0.309 -0.442 1.481 0.0634
H 1.006 1.285 -1.980 -0.0223

91
Properties=species:S:1:pos:R:3:lowdin_charge:R:1 method="wB97M-V/def2-TZVPD" total_charge=0 lumo_energy_ev=-1.301 homo_energy_ev=-10.00 gap_ev=8.7 multiplicity=1 relative_energy_kj_mol=2.3
S 21.407 -6.814 10.456 0.6455
S 8.287 -9.194 4.165 0.6437
S 8.442 -12.941 12.609 0.6597
S 16.873 -8.776 5.047 0.6721
S 13.561 -12.644 13.449 0.6776
O 9.799 -11.991 12.649 -0.2107
O 8.802 -13.518 11.180 -0.1796
O 9.518 -8.530 3.785 -0.2649
O 9.502 -15.388 7.984 0.1956
O 20.676 -7.817 11.541 -0.1781
O 12.650 -13.569 12.456 -0.2248
O 11.994 -12.622 5.648 0.2371
O 8.567 -10.725 4.515 -0.1836
O 17.837 -8.334 3.834 -0.1788
O 13.859 -9.048 7.597 0.2478
O 13.265 -10.944 8.809 0.2505
O 11.117 -10.993 8.126 0.1879
O 9.621 -16.309 5.177 0.1793
O 11.406 -14.316 7.363 0.2077
O 17.079 -9.416 10.634 0.1747
O 15.572 -10.619 7.826 0.2175
O 8.564 -13.952 13.634 -0.2268
O 16.569 -10.182 5.038 -0.2101
O 13.531 -11.101 5.027 0.1236
O 11.406 -14.955 5.118 0.2434
O 11.904 -8.662 6.577 0.1247
O 13.044 -11.313 13.539 -0.2185
O 20.904 -7.663 9.194 -0.2293
O 14.970 -9.511 9.841 0.2707
O 7.290 -12.100 12.527 -0.2284
O 14.879 -12.751 12.453 -0.1942
O 7.842 -8.800 5.663 -0.1936
O 15.357 -13.181 5.795 0.0988
O 20.816 -5.527 10.522 -0.2205
O 22.841 -6.914 10.513 -0.2356
O 13.802 -13.344 14.673 -0.2207
O 17.779 -10.829 8.232 0.0857
O 15.814 -7.809 5.236 -0.2323
O 7.134 -9.097 3.312 -0.2229
O 13.508 -14.366 6.166 0.2766
O 17.996 -8.494 6.150 -0.2115
N 17.978 -12.515 6.091 0.2844
N 13.155 -8.448 4.261 0.2950
C 18.805 -7.395 4.243 -0.1639
C 9.951 -11.490 11.312 -0.1667
C 16.649 -10.464 8.507 -0.3796
C 19.814 -8.535 9.508 -0.1712
C 9.874 -12.813 10.565 -0.1649
C 14.163 -13.366 5.690 -0.3646
C 18.878 -7.428 5.765 -0.1209
C 8.614 -9.551 6.606 -0.1531
C 12.210 -10.521 8.139 -0.3694
C 14.529 -13.387 11.238 -0.1845
C 10.360 -15.528 5.684 -0.3863
C 16.256 -9.743 9.834 -0.3730
C 10.301 -15.084 7.178 -0.3623
C 13.200 -12.216 5.336 -0.3501
C 8.998 -10.852 5.878 -0.1451
C 20.211 -8.997 10.894 -0.1708
C 13.451 -14.385 11.604 -0.1461
C 12.594 -9.287 7.337 -0.3557
B 12.048 -14.069 6.076 -0.8550
B 14.376 -10.013 8.585 -0.7871
H 9.113 -10.808 11.151 0.1263
H 10.891 -10.963 11.179 0.1274
H 13.923 -7.808 4.496 0.0984
H 12.464 -8.277 5.034 0.0977
H 14.138 -12.620 10.566 0.1168
H 18.624 -11.929 5.567 0.1351
H 18.544 -6.413 3.835 0.1382
H 19.738 -7.652 3.737 0.1377
H 18.960 -7.871 9.350 0.1332
H 18.474 -6.538 6.248 0.1413
H 12.856 -14.672 10.741 0.1341
H 10.766 -13.407 10.762 0.1139
H 13.586 -9.375 4.378 0.0912
H 10.084 -10.931 5.914 0.0929
H 12.766 -8.094 3.391 0.1493
H 19.871 -7.693 6.117 0.1369
H 9.801 -12.678 9.488 0.1133
H 18.566 -13.293 6.386 0.1482
H 20.878 -9.857 10.931 0.1384
H 13.769 -15.216 12.237 0.1396
H 9.380 -8.808 6.843 0.1134
H 15.412 -13.847 10.793 0.1367
H 17.123 -12.770 5.582 0.0859
H 19.302 -9.284 11.424 0.1172
H 8.571 -11.784 6.239 0.1402
H 8.093 -9.795 7.532 0.1341
H 19.784 -9.346 8.783 0.1166
H 17.668 -11.971 6.935 0.0817

50
Properties=species:S:1:pos:R:3:lowdin_charge:R:1 method="wB97M-V/def2-TZVPD" total_charge=+3 lumo_energy_ev="-9.033 / -12.963" homo_energy_ev="-16.13 / -17.15" gap_ev="7.1 / 4.2" multiplicity=6
Ir -0.050 -0.470 -0.792 1.1299
Se 0.945 -0.190 1.596 1.0052
N -1.650 -1.628 -0.898 -0.1384
N 3.156 -1.277 2.971 -0.0993
N 0.942 1.130 -1.748 -0.0996
N 2.786 -2.373 1.113 -0.0873
N -1.492 0.934 -1.019 -0.0420
C 2.328 3.534 -2.167 0.0695
C 2.179 1.149 -2.318 -0.0633
C -1.096 2.223 -1.261 -0.1812
C -4.837 0.505 0.710 -0.0113
C -0.992 4.672 -1.048 0.0177
C 2.929 2.320 -2.472 0.0069
C 0.935 3.560 -1.878 -0.1161
C -1.817 -2.966 -1.149 -0.0645
C -5.038 -0.844 0.486 0.0276
C -3.669 1.163 0.237 0.0520
C 0.331 4.740 -1.455 0.0267
C 2.277 -2.687 -0.189 -0.0503
C -3.010 -3.668 -0.960 0.0120
C -1.741 3.444 -1.093 0.0654
C -2.682 0.462 -0.484 -0.2044
C 2.953 -0.364 4.083 -0.0068
C 0.273 2.288 -1.739 -0.1468
C 4.101 -2.341 2.900 0.0774
C -2.826 -0.947 -0.564 -0.1313
C -4.065 -3.011 -0.319 0.0721
C -4.018 -1.616 -0.118 -0.1271
C 3.885 -2.993 1.766 0.0732
C 2.340 -1.314 1.873 -0.6275
H 1.175 -2.531 -0.263 0.0231
H -3.454 2.236 0.516 0.1340
H -2.794 3.438 -0.903 0.1082
H 3.952 2.334 -2.850 0.1366
H -3.021 -4.750 -1.183 0.1445
H 2.793 -2.076 -0.956 0.1106
H 4.381 -3.883 1.336 0.1780
H 2.892 4.430 -2.052 0.1344
H -0.956 -3.453 -1.578 0.1185
H 3.771 -0.541 4.780 0.1138
H 1.936 -0.577 4.509 0.1241
H -4.924 -3.520 0.099 0.1437
H 2.598 0.166 -2.543 0.1202
H 2.500 -3.719 -0.436 0.1162
H -1.427 5.589 -0.697 0.1262
H 0.874 5.685 -1.410 0.1494
H -5.981 -1.376 0.794 0.1615
H 3.025 0.687 3.683 0.1195
H 4.804 -2.573 3.698 0.1690
H -5.522 1.001 1.386 0.1299

11
Properties=species:S:1:pos:R:3:lowdin_charge:R:1 method="wB97M-V/def2-TZVPD" total_charge=0 smiles="S=C1NN=C[C@H]1S" lumo_energy_ev=-0.649 homo_energy_ev=-8.75 gap_ev=8.1 multiplicity=1 relative_energy_kj_mol=243.1
S 0.166 2.325 1.387 0.5774
S 0.638 0.400 -2.174 0.7463
N -1.045 0.025 1.193 -0.0665
N -1.254 -1.167 0.497 0.0562
C 0.672 -0.139 -0.347 -0.5321
C -0.008 0.793 0.698 -0.7753
C -0.208 -1.360 -0.195 -0.2195
H 1.665 -0.552 -0.407 0.0788
H 0.013 -2.328 -0.776 0.1455
H -1.704 0.447 1.923 0.1676
H 1.066 1.555 -1.799 -0.1785

6
Properties=species:S:1:pos:R:3:lowdin_charge:R:1 method="wB97M-V/def2-TZVPD" total_charge=0 smiles="O=CC=S" lumo_energy_ev=-1.401 homo_energy_ev=-9.28 gap_ev=7.9 multiplicity=1 relative_energy_kj_mol=128.9
S 0.309 1.229 1.116 0.6942
O -0.225 -1.473 -1.756 -0.0442
C -0.183 0.260 -0.040 -0.6989
C -0.152 -1.316 -0.481 -0.2076
H -0.295 -2.194 0.328 0.1481
H -0.838 0.648 -1.010 0.1084

108
Properties=species:S:1:pos:R:3:lowdin_charge:R:1 method="wB97M-V/def2-TZVPD" total_charge=0 lumo_energy_ev="-0.024 / -0.024" homo_energy_ev="-6.09 / -6.37" gap_ev="6.1 / 6.3" multiplicity=2
Fe 0.348 0.031 -0.395 0.1369
S 0.548 -1.499 -3.081 0.9924
S 4.285 1.119 1.792 0.4643
S 2.514 0.504 -0.495 0.6279
Si -1.562 1.958 -0.458 0.5778
Si -2.313 3.059 1.522 0.4549
Si 0.550 3.038 -1.197 0.4413
Si -3.167 2.376 -2.164 0.4362
O -1.665 0.206 -0.267 -0.3466
O 0.143 -0.180 -2.450 -0.5771
N 0.497 -1.967 -0.003 0.0113
N 0.518 0.281 1.556 -0.0564
N 1.720 0.640 2.081 -0.0894
N 3.035 -4.278 1.122 0.1415
N 0.751 -4.594 0.917 0.1310
C -1.222 2.876 3.041 -0.1871
C 2.044 -1.836 -6.786 -0.0338
C 1.684 5.419 3.096 -0.0682
C -0.571 -2.781 0.120 -0.1123
C -3.797 -1.613 2.786 -0.0722
C 1.717 -2.075 -5.461 -0.0748
C 0.972 -1.133 -4.767 -0.3890
C 1.768 7.481 1.854 -0.1017
C 1.596 3.681 0.204 -0.2019
C -2.333 -0.369 0.801 -0.3326
C 3.721 4.094 3.452 0.0628
C -0.426 -4.074 0.568 -0.0998
C -1.018 -2.320 -3.393 -0.1952
C -4.343 -1.494 1.517 -0.0704
C -2.526 -1.129 3.036 -0.0182
C 3.079 5.222 2.927 -0.3213
C 0.926 0.281 -6.688 -0.0175
C -2.440 2.040 -3.863 -0.2046
C 2.746 0.738 1.237 -1.3016
C -3.597 -0.872 0.533 -0.0412
C -0.384 -0.056 2.435 -0.2768
C 1.672 -2.467 0.332 -0.0514
C 3.140 7.309 1.670 -0.0989
C 3.787 6.211 2.197 -0.0469
C -2.470 4.905 1.216 -0.2066
C -0.033 -0.099 3.900 -0.0417
C 1.800 -3.789 0.802 -0.3496
C 0.582 0.052 -5.366 -0.0542
C 1.655 -0.657 -7.417 -0.2620
C -0.457 4.551 -1.774 -0.2292
C -4.050 2.446 1.909 -0.1901
C -4.634 1.202 -2.025 -0.2129
C 1.398 2.599 -2.803 -0.2209
C 2.050 -0.388 -8.843 -0.0454
C -1.735 -0.505 2.058 -0.1151
C -3.939 4.087 -2.128 -0.2108
C 1.051 6.528 2.578 -0.1123
H 3.074 -0.012 -8.891 0.0887
H -1.019 4.385 -2.693 0.0094
H 1.400 0.358 -9.298 0.0774
H -2.980 5.167 0.289 0.0083
H -0.814 0.354 4.512 0.0696
H -3.052 5.317 2.047 0.0433
H 0.907 0.410 4.067 0.0694
H 2.659 3.486 0.053 0.0394
H -5.416 1.565 -2.699 0.0367
H 4.852 6.081 2.047 0.1096
H -1.488 -2.451 -2.423 0.0349
H -0.829 -3.288 -3.857 0.0672
H 3.161 3.296 3.918 0.0494
H -3.985 -0.757 -0.468 0.0939
H 0.652 2.440 -3.581 0.0014
H -2.124 -1.255 4.029 0.1022
H 1.986 3.480 -3.084 0.0486
H 1.265 8.348 1.446 0.0939
H -1.200 3.837 3.564 0.0349
H -4.157 1.362 1.889 0.0076
H -1.546 -2.377 -0.111 0.0960
H 0.310 5.302 -1.997 0.0475
H 1.457 4.761 0.299 0.0304
H -0.194 2.581 2.829 0.0126
H -4.371 0.191 -2.352 0.0251
H 1.122 4.676 3.648 0.0961
H -5.060 1.156 -1.021 0.0220
H 2.623 -2.570 -7.334 0.1181
H 2.005 -1.296 -9.443 0.0801
H -4.354 -2.090 3.582 0.1056
H -1.628 -1.691 -4.039 0.0651
H 3.041 -5.129 1.659 0.1008
H -4.769 2.879 1.206 0.0278
H -0.013 6.663 2.735 0.0924
H -1.294 -4.714 0.668 0.1120
H 0.629 1.209 -7.163 0.1187
H 2.047 -2.983 -4.969 0.1140
H -1.490 5.387 1.230 0.0148
H 0.079 -1.139 4.226 0.0941
H -4.614 4.184 -1.274 0.0277
H -4.545 4.186 -3.034 0.0367
H -1.114 4.991 -1.027 0.0003
H 2.064 1.743 -2.751 -0.0185
H 2.533 -1.815 0.242 0.0629
H 1.331 3.213 1.151 0.0114
H 3.704 8.045 1.110 0.0981
H -1.569 2.658 -4.084 0.0121
H -5.331 -1.876 1.294 0.1078
H 4.785 3.952 3.338 0.0507
H -4.325 2.791 2.910 0.0394
H -2.137 0.990 -3.902 0.0116
H -1.651 2.145 3.730 0.0254
H -3.186 2.212 -4.643 0.0394
H 0.035 0.787 -4.794 0.0768
H -3.229 4.910 -2.107 0.0118
H 3.759 -3.611 1.339 0.1066